C35H87InN6O16V | the ωB97M-V functional and the def2-TZVPD basis

```
146
Properties=species:S:1:pos:R:3:forces:R:3
O -2.6429 -1.5464 5.9367 1.533 0.633 -2.089
V -2.0385 -1.4784 4.4491 -3.611 -2.933 -1.386
O -2.1951 -2.9700 3.8627 0.645 2.539 1.466
In 0.5907 2.8025 3.5083 0.336 0.153 -1.541
O -1.6228 -0.3671 0.2284 0.099 -0.286 0.757
C -1.2981 0.0878 1.4555 0.322 0.908 1.535
O -0.9529 1.2766 1.6266 -0.097 -0.351 -0.381
O -1.3887 -0.7830 2.3911 0.058 -0.001 0.809
H -1.8780 -1.2862 0.4634 -0.150 0.231 -0.701
C -0.2631 4.1207 -7.7167 -0.168 0.205 -0.758
O -1.0846 3.5553 -6.7074 0.364 -0.127 0.227
C -0.7299 2.2065 -6.5193 0.317 -0.657 -0.189
C -1.4186 1.6308 -5.3003 -0.416 -0.060 -0.365
N -1.0005 2.2871 -4.0806 -0.857 0.553 -0.169
C -1.6907 1.9138 -2.8643 -0.345 -0.167 -0.541
C -1.3232 2.9231 -1.7774 0.303 -1.317 0.291
O -1.6137 4.2471 -2.1418 -0.126 -0.068 0.176
C -3.0075 4.4918 -2.1648 -0.581 1.506 0.953
H -0.4418 3.6722 -8.7041 -0.051 -0.326 0.237
H 0.7977 3.9937 -7.4858 0.003 0.153 0.124
H -0.5163 5.1681 -7.8683 0.037 0.045 0.493
H 0.3551 2.0704 -6.4179 0.093 0.313 0.097
H -1.0041 1.6196 -7.4037 -0.162 -0.052 0.030
H -1.2684 0.5554 -5.2108 0.337 -0.110 -0.114
H -2.4982 1.7259 -5.5116 -0.101 0.218 0.423
H -1.1386 3.2935 -4.2135 0.455 -0.108 0.013
H -1.5137 0.8578 -2.6308 0.612 0.187 0.396
H -2.7854 1.8714 -3.0144 -0.040 0.442 -0.058
H -0.2500 2.8356 -1.5984 0.038 0.376 -0.311
H -1.7823 2.6014 -0.8332 -0.358 0.255 -0.052
H -3.1991 5.5642 -2.2915 0.524 -0.162 -0.910
H -3.4591 4.4414 -1.1593 0.131 -1.091 -0.094
H -3.5411 3.9122 -2.9112 -0.091 -0.063 0.038
C -2.4912 5.2134 3.7975 0.171 0.019 -0.063
O -1.8102 4.3029 2.9401 0.286 -1.284 0.972
C -1.9336 4.4457 1.5569 0.388 0.927 -0.360
C -0.6570 5.1469 1.0892 -0.423 -0.564 -0.016
N 0.4710 4.1908 1.1442 0.300 0.651 -0.799
C 1.7776 4.8517 0.8603 0.292 0.248 0.519
C 2.0255 5.0306 -0.6388 -0.662 0.310 0.677
O 1.9057 3.8150 -1.3298 -0.054 0.183 0.072
C 1.8271 4.1302 -2.7097 -0.063 -0.432 -0.721
H -2.2973 6.2584 3.5480 -0.099 -0.004 -0.247
H -2.0732 5.0504 4.7880 -0.219 -0.073 0.099
H -3.5561 4.9882 3.7792 -0.078 0.182 0.099
H -2.8100 5.0483 1.2981 0.036 -0.010 0.048
H -2.0023 3.4802 1.0525 -0.132 -0.133 0.405
H -0.4482 5.9620 1.7788 0.017 0.249 -0.226
H -0.8616 5.4891 0.0687 0.443 0.185 -0.042
H 0.3683 3.6126 0.3016 -0.235 -0.646 0.732
H 2.5705 4.2921 1.3622 -0.150 0.070 -0.304
H 1.7388 5.8515 1.2948 0.157 0.020 0.084
H 2.9810 5.5107 -0.8561 0.185 0.009 0.252
H 1.2403 5.7220 -0.9664 0.014 0.066 -0.307
H 1.8195 3.2095 -3.2904 0.122 -0.135 0.146
H 2.6845 4.7338 -3.0089 0.037 0.059 -0.072
H 0.8999 4.6529 -2.9600 0.005 0.188 0.204
C 1.5401 1.2530 0.0725 -0.667 -0.613 -0.034
O 2.1261 1.9299 1.1707 -0.028 0.015 0.155
C 3.3491 1.3284 1.5364 0.632 -0.540 -0.161
C 4.1006 2.2108 2.4918 -0.692 0.673 0.299
N 3.4092 2.2857 3.7936 0.246 -0.013 0.317
C 3.9783 3.3514 4.6473 0.873 -0.625 -0.211
C 3.3262 3.3551 5.9956 -2.014 0.720 -0.243
O 1.9127 3.6168 5.7603 -0.117 0.151 -0.635
C 1.1430 3.6612 6.9555 -0.318 -0.106 -0.091
H 1.1745 0.2614 0.3798 0.614 -0.128 -0.063
H 2.2444 1.2145 -0.7607 -0.074 -0.142 -0.020
H 0.6070 1.7204 -0.2382 0.406 0.373 0.142
H 4.0204 1.1750 0.6787 -0.374 0.088 -0.195
H 3.1637 0.3283 1.9578 0.016 0.079 0.080
H 4.0881 3.2308 2.0989 0.234 -0.123 -0.139
H 5.1465 1.9112 2.5963 -0.039 -0.152 0.021
H 3.6652 1.4384 4.3029 -0.583 -0.204 -0.191
H 3.9496 4.2973 4.1092 -0.311 0.163 0.235
H 5.0411 3.1170 4.8029 0.017 0.218 0.007
H 3.6311 4.2010 6.6130 0.646 -0.366 0.145
H 3.3538 2.3880 6.5054 0.584 0.107 0.112
H 1.5667 4.3668 7.6740 0.145 -0.310 0.104
H 1.0365 2.6391 7.3323 0.106 0.246 0.443
H 0.1490 4.0382 6.7116 0.033 -0.043 -0.155
C 5.1121 -0.3068 -6.2355 -0.433 -0.608 -0.734
O 4.8750 -1.0922 -5.0801 -0.294 0.492 -0.044
C 4.8555 -0.2944 -3.9047 0.390 -1.496 -0.517
C 4.4461 -1.2597 -2.7976 -0.382 0.920 0.379
N 3.0045 -1.2176 -2.6648 -0.143 -0.782 -0.086
C 2.4030 -1.9310 -1.5743 -0.601 -0.007 0.409
C 0.8909 -1.8098 -1.6700 0.070 -0.093 0.339
O 0.4933 -2.5960 -2.7600 0.012 0.080 -0.075
C -0.8813 -2.4869 -3.0352 -0.361 0.083 -0.061
H 5.1047 -0.9721 -7.1008 0.291 -0.173 0.219
H 6.0776 0.1979 -6.1869 -0.109 0.244 0.047
H 4.2658 0.3600 -6.4439 0.257 0.392 0.384
H 4.1186 0.5063 -4.0025 0.125 0.256 0.101
H 5.8728 0.0755 -3.7581 -0.070 0.365 0.281
H 4.8660 -0.9417 -1.8402 0.074 -0.101 0.031
H 4.7928 -2.2775 -3.0134 0.178 0.051 -0.121
H 2.5160 -1.4917 -3.5210 0.220 0.348 -0.035
H 2.7326 -1.5762 -0.5935 0.223 0.253 -0.145
H 2.6355 -3.0096 -1.5869 0.116 0.012 -0.147
H 0.5736 -0.7628 -1.7800 0.110 0.043 -0.247
H 0.4159 -2.1532 -0.7407 0.067 -0.204 0.028
H -1.4954 -2.7827 -2.1758 0.104 -0.100 0.038
H -1.1181 -3.1330 -3.8758 0.073 -0.036 0.007
H -1.1535 -1.4563 -3.2923 0.058 0.064 -0.050
C -2.9514 -4.1826 -0.0082 0.279 0.481 0.181
O -2.2849 -5.3684 -0.3424 -0.044 0.113 -0.018
C -1.2791 -5.7200 0.5698 0.463 -0.257 0.410
C -1.0843 -7.2304 0.4936 0.324 0.449 0.331
N 0.1467 -7.6688 1.1799 -0.492 -0.313 -2.152
C 0.3218 -9.1205 1.0024 0.489 -0.103 1.303
C 1.7460 -9.5548 1.2223 -0.003 -1.420 -0.495
O 2.0175 -9.6715 2.5827 -0.065 0.664 0.399
C 3.3198 -10.1070 2.8890 0.829 0.615 -0.333
H -2.2753 -3.3472 0.2432 0.356 -0.213 -0.009
H -3.5680 -4.3065 0.8840 -0.314 -0.074 -0.152
H -3.5015 -3.8346 -0.8778 -0.386 -0.303 0.072
H -1.5140 -5.4532 1.6075 -0.222 0.157 -0.091
H -0.3427 -5.2028 0.3089 0.024 -0.002 -0.006
H -0.9834 -7.4699 -0.5743 -0.364 -0.228 0.026
H -1.9498 -7.7160 0.9415 0.007 -0.217 -0.219
H 0.8862 -7.2141 0.6353 0.258 0.046 0.674
H 0.0134 -9.5614 0.0457 -0.251 0.638 -0.258
H -0.2713 -9.6279 1.7678 -0.107 -0.001 -0.049
H 2.4999 -9.0144 0.6290 -0.023 0.492 0.404
H 1.8142 -10.5721 0.7829 -0.033 0.060 0.017
H 4.0623 -9.4158 2.4586 -0.117 -0.166 -0.311
H 3.5048 -11.1065 2.4879 0.002 -0.084 0.173
H 3.5210 -10.0317 3.9538 -0.571 -0.390 0.125
C -5.9935 -2.2137 4.1021 -0.280 -0.246 0.295
C -4.9264 -2.0107 3.0363 -1.191 0.139 0.943
C -5.5682 -1.7091 1.7016 -0.145 -0.236 -0.441
O -4.5232 -1.6727 0.7527 0.987 0.036 0.217
C -4.8145 -1.2519 -0.5517 -0.554 0.623 -0.495
N -4.0644 -0.8566 3.4642 1.307 -0.342 -1.373
H -6.6098 -1.3215 4.2473 0.069 0.058 -0.161
H -5.5745 -2.4603 5.0781 0.217 0.011 -0.089
H -6.6772 -3.0256 3.8496 0.101 0.012 -0.123
H -4.3425 -2.9209 2.9191 0.335 0.228 0.112
H -6.1380 -0.7719 1.7057 0.061 0.125 0.067
H -6.2724 -2.5132 1.4683 -0.045 -0.029 -0.055
H -3.9101 -1.2251 -1.1619 0.164 -0.319 0.299
H -5.1803 -0.2160 -0.5672 -0.239 -0.124 0.105
H -5.5419 -1.9003 -1.0483 -0.052 -0.002 0.091
H -4.6797 -0.0861 3.7286 0.124 -0.260 0.684
H -3.7240 -0.5382 2.5446 0.406 -0.010 0.419
```
Positions in Å, forces in eV/Å.

Maximum force = 0.094 hartree/bohr
Charge = +3
Total energy = -4051.01053 Eh
HOMO-LUMO gap = 0.048 Ha

---

C35H87N3O10 | the ωB97M-V functional and the def2-TZVPD basis

```
135
Properties=species:S:1:pos:R:3:forces:R:3
C 3.3680 -2.2032 5.3234 0.001 0.005 1.079
C 2.9679 -2.2640 3.8470 -0.126 -0.211 0.633
C 3.8512 -3.2392 3.0687 -0.373 -0.541 0.086
C 1.5480 -2.8625 3.7998 -0.600 0.232 0.000
C 0.3811 -1.8955 3.9695 0.943 0.502 0.126
C 0.5617 -0.6625 3.1028 -1.235 -0.476 -0.002
C 1.9068 0.0294 3.2606 -0.334 0.942 0.293
C 2.0275 1.0344 2.1191 0.359 0.610 -0.698
C 1.9574 0.8465 4.5651 -0.090 -1.205 1.174
N 2.9720 -0.9644 3.1707 -0.473 -0.292 -1.211
O 4.2462 -0.3556 3.1694 0.084 -0.104 0.355
H 2.5421 -1.8214 5.9329 0.118 0.413 -0.168
H 3.5278 -3.1742 5.8063 0.100 -0.271 -0.641
H 4.2706 -1.6335 5.5496 -0.092 0.229 -0.313
H 3.6215 -4.2623 3.3839 0.019 0.072 0.290
H 3.5173 -3.2200 2.0313 0.471 0.243 -0.076
H 4.9245 -3.1212 3.2028 -0.005 0.381 -0.226
H 1.4082 -3.3777 2.8452 0.045 -0.059 0.040
H 1.4135 -3.5720 4.6200 0.498 -0.376 -0.260
H -0.5204 -2.4539 3.7184 -0.236 0.286 0.142
H 0.3210 -1.5003 4.9901 -0.124 -0.549 0.150
H -0.2442 0.0130 3.4129 0.217 0.336 -0.273
H 0.3315 -0.9429 2.0682 0.475 0.190 -0.099
H 1.7745 0.6065 1.1440 0.311 -0.213 0.053
H 3.0144 1.5030 2.0866 0.168 -0.366 -0.098
H 1.3937 1.9226 2.2083 -0.429 -0.347 0.471
H 2.9206 1.3292 4.7189 -0.075 0.268 -0.278
H 1.8708 0.1424 5.4039 0.101 0.066 -0.055
H 1.1123 1.5138 4.7348 0.143 0.328 -0.530
H 4.4489 -0.2660 2.2310 0.107 -0.090 0.057
C 0.8279 4.8447 2.0237 -1.243 1.233 -0.745
C 0.1061 6.0424 1.2842 -0.045 -0.308 0.757
C 0.5398 7.3734 1.8778 0.876 0.124 0.388
C 0.4953 6.0521 -0.1976 0.299 -0.417 -0.060
C -0.2280 5.0244 -1.0409 -1.477 -0.198 -0.437
C -1.7666 5.1157 -0.8824 1.014 1.043 0.017
C -2.1525 5.0712 0.5874 -1.209 -0.935 0.886
C -3.6274 5.5200 0.7324 0.553 1.025 -0.861
C -2.1196 3.6197 1.0953 1.661 0.034 1.123
N -1.3506 5.9782 1.4422 -0.419 0.540 -2.284
O -1.7602 5.8479 2.7777 0.272 -0.175 0.347
H 0.0425 4.3249 2.5646 0.431 -0.108 0.446
H 1.2081 4.1936 1.2431 0.469 -0.229 0.377
H 1.5545 5.3050 2.6869 0.364 -0.637 0.038
H 0.1393 8.2418 1.3559 -0.333 -0.152 -0.027
H 0.3054 7.4339 2.9419 -0.146 0.011 -0.058
H 1.6307 7.4619 1.8045 -0.026 -0.067 0.004
H 0.4207 7.0598 -0.6108 -0.413 -0.037 -0.092
H 1.5615 5.8130 -0.2472 0.080 0.171 0.173
H -0.0031 5.1348 -2.1041 0.244 0.037 0.038
H -0.0172 3.9808 -0.7878 0.599 0.122 0.223
H -2.2202 4.3039 -1.4493 -0.219 -0.108 0.255
H -2.1578 6.0449 -1.3124 0.205 0.073 -0.031
H -4.1681 5.1783 -0.1520 -0.364 -0.456 0.413
H -3.6728 6.6133 0.6410 0.135 -0.023 0.071
H -4.0778 5.2670 1.6861 -0.137 -0.407 -0.126
H -1.0945 3.2862 1.3141 0.068 0.024 -0.706
H -2.5410 2.8734 0.4315 -0.561 0.167 0.121
H -2.4735 3.6284 2.1293 -0.813 -0.360 -0.323
H -2.3823 6.5749 2.8893 0.112 0.045 0.094
C -3.2200 -3.3857 -3.5532 -0.654 0.007 0.602
C -3.4151 -3.9262 -2.1329 -2.118 -0.540 0.434
C -4.8703 -3.6145 -1.6734 0.262 1.274 -0.840
C -3.3683 -5.4789 -2.2320 0.781 0.205 0.079
C -3.1764 -6.1320 -0.8680 0.409 0.390 -0.484
C -1.9168 -5.4983 -0.2299 -1.851 -1.272 -0.285
C -2.0525 -4.0030 0.0406 1.413 -0.428 0.034
C -3.0213 -3.6842 1.1661 -1.396 -0.145 -0.205
C -0.6184 -3.5491 0.4397 -0.863 0.418 0.032
N -2.4129 -3.3818 -1.2305 0.910 -1.470 -0.728
O -2.3064 -1.9872 -1.2724 -0.290 0.130 0.158
H -3.8965 -3.9200 -4.2222 0.356 -0.352 -0.100
H -3.5555 -2.3527 -3.6594 0.576 0.192 0.190
H -2.1699 -3.5585 -3.7697 0.072 0.293 -0.513
H -5.2088 -4.0754 -0.7523 0.156 -0.206 0.003
H -4.9596 -2.5270 -1.5673 -0.122 -0.109 0.217
H -5.5447 -3.8535 -2.4991 -0.133 -0.253 0.178
H -4.2629 -5.8617 -2.7253 -0.163 0.338 -0.003
H -2.5448 -5.7228 -2.9150 0.166 -0.235 0.274
H -4.0812 -6.0277 -0.2658 0.091 0.152 0.137
H -3.0050 -7.2062 -0.9645 -0.034 -0.001 -0.119
H -1.1404 -5.7273 -0.9609 0.457 0.304 0.331
H -1.7942 -6.0944 0.6771 0.642 0.510 0.251
H -3.2754 -2.6245 1.0905 0.138 0.021 0.387
H -2.7829 -3.9786 2.1889 0.775 0.247 -0.100
H -3.9685 -4.2146 1.0167 0.023 0.097 -0.241
H 0.0172 -3.3855 -0.4293 -0.081 0.036 -0.080
H -0.1557 -4.3200 1.0536 -0.025 0.104 0.219
H -0.7362 -2.6192 1.0013 0.480 0.014 -0.002
H -1.4516 -1.8537 -1.7111 0.014 0.391 0.282
C 3.3603 -2.4690 -0.6101 0.273 -0.044 1.046
C 3.8585 -2.4438 -2.0322 -0.154 0.842 -0.462
O 4.2331 -3.7136 -2.5519 -0.280 -0.163 0.361
H 3.4806 -1.4937 -0.1276 -0.013 0.185 -0.342
H 3.9394 -3.1255 0.0431 0.052 -0.239 -0.365
H 2.3038 -2.6983 -0.4718 0.008 -0.255 -0.351
H 4.7026 -1.7561 -2.1354 0.125 -0.031 0.270
H 3.0642 -1.9813 -2.6326 -0.026 -0.209 -0.230
H 4.8937 -3.5716 -3.2326 -0.018 -0.018 -0.040
C 3.2202 3.4025 -0.3414 0.881 -0.155 -0.751
O 4.4148 2.7324 -0.7561 0.018 -0.208 0.035
H 3.3632 3.9159 0.6078 -0.200 -0.126 0.157
H 2.9374 4.1268 -1.1089 -0.281 0.081 0.103
H 2.4858 2.6029 -0.3009 -0.270 0.228 0.335
H 5.1110 3.3617 -0.9597 -0.089 0.143 0.094
C -0.9779 0.0764 -4.9185 0.111 -0.314 0.018
O 0.4279 0.2589 -4.7023 -0.725 0.075 0.566
H -1.4452 -0.5492 -4.1472 0.177 0.082 0.121
H -1.4823 1.0440 -4.9103 -0.134 -0.105 -0.221
H -1.1287 -0.4478 -5.8643 -0.040 0.233 -0.069
H 0.5081 1.2048 -4.4978 0.561 -0.210 -0.335
C 2.4466 3.0714 -3.9331 0.025 0.314 -0.956
O 1.3125 2.8990 -4.8147 0.363 0.085 0.688
H 3.3426 2.7535 -4.4723 0.102 -0.031 0.251
H 2.5276 4.1396 -3.7182 0.153 -0.123 0.415
H 2.3557 2.4766 -3.0300 -0.309 0.009 -0.022
H 1.5354 3.4368 -5.5792 -0.346 -0.161 -0.198
C -3.7760 0.2832 0.8508 -0.200 -0.293 0.239
O -4.6234 -0.3423 -0.0882 -0.084 -0.091 -0.263
H -4.3851 1.0399 1.3479 0.245 0.128 -0.067
H -3.4477 -0.4305 1.6196 0.111 0.123 -0.055
H -2.8954 0.7278 0.3774 -0.072 0.057 0.094
H -4.0918 -0.9460 -0.6217 0.171 0.033 0.054
C 1.0989 -3.8145 -4.3217 -1.126 0.942 0.464
O 0.2036 -4.6419 -5.0487 0.278 -0.239 -0.279
H 0.9421 -3.9338 -3.2419 0.629 -0.542 -0.014
H 2.1078 -3.9890 -4.6753 0.068 -0.191 0.307
H 0.8550 -2.7469 -4.4412 0.205 -0.050 -0.517
H -0.6822 -4.2805 -5.0092 -0.072 0.096 0.070
C -0.0614 0.5616 -1.2089 0.687 1.202 -0.527
O 0.3689 -0.6852 -1.6975 -0.557 -0.832 0.012
H -0.3438 0.4861 -0.1609 -0.006 -0.232 -0.045
H 0.7683 1.2812 -1.3036 -0.002 -0.051 0.367
H -0.8632 1.0607 -1.7699 -0.291 -0.583 -0.025
H 0.4743 -0.6772 -2.6591 0.112 0.491 -0.082
```
Positions in Å, forces in eV/Å.

Maximum force = 0.046 hartree/bohr
Structure (SMILES) = CC1(C)CCCC(C)(C)N1O.CC1(C)CCCC(C)(C)N1O.CC1(C)CCCC(C)(C)N1O.CCO.CO.CO.CO.CO.CO.CO
Energy above the lowest of the compared OMol25 structures with the same formula, charge and spin = 167.5 kJ/mol
Charge = 0
Total energy = -2302.13928 Eh
HOMO-LUMO gap = 0.308 Ha

---

Q: Look up the HOMO-LUMO gap of the second one.
A: 0.308 Ha